Entry 1:
{"formula": "C14H22GeINO5Pt", "method": "ωB97M-V with the def2-TZVPD basis set", "e_above_lowest_kcal_mol": 2.9, "charge": -2, "species": ["O", "H", "H", "H", "C", "H", "C", "C", "C", "H", "C", "C", "H", "C", "H", "H", "H", "H", "H", "H", "Ge", "C", "H", "O", "H", "H", "C", "H", "O", "C", "C", "H", "O", "C", "C", "Pt", "O", "C", "H", "H", "H", "N", "H", "H", "I"], "coordinates": [[-0.67702, -2.54153, -1.82929], [3.94628, -3.42258, -1.97910], [-4.63013, 1.08778, -0.04289], [0.26396, -2.65777, 4.75441], [0.05334, 0.08622, -2.29618], [-1.83937, 2.83978, -2.76215], [1.32881, 2.84639, -3.45400], [-3.25332, -0.46857, -0.58743], [-2.84665, 1.08893, 1.17524], [3.22404, -4.41212, -0.69391], [-3.67364, 0.61950, 0.15813], [-1.77708, -2.35547, -1.18207], [0.93216, 2.47369, -4.39938], [0.85480, -0.81738, 4.10173], [0.89550, 1.75942, 0.55308], [1.97736, 0.46695, 5.36556], [3.49876, -2.68064, -0.44142], [1.15781, 3.92511, -3.40295], [-0.98695, 0.82301, 2.22819], [-1.94705, 2.39967, -1.05149], [0.42359, 1.98532, -1.93267], [1.42749, 2.21916, -0.27952], [1.15118, -0.97829, 6.21290], [1.01689, -0.21953, 2.97535], [0.00444, -2.38026, 3.13051], [2.39594, 2.63881, -3.42855], [-2.02727, -1.09513, -0.36904], [-1.18806, 3.93168, -1.52730], [-0.04551, -1.22067, 0.94035], [3.18315, -3.42641, -1.18333], [1.37359, -0.42705, 5.30737], [-0.97056, -0.06402, -2.66569], [1.90325, -3.21371, -1.67724], [-1.19446, -0.61727, 0.66206], [-1.62934, 0.48713, 1.42317], [1.04057, -1.45264, -2.02663], [-2.71920, -3.13961, -1.27574], [-1.32080, 2.88205, -1.80128], [-3.89501, -0.88606, -1.35429], [-3.15439, 1.93315, 1.78341], [1.56599, 3.28226, -0.06959], [0.01982, -1.97262, 4.05592], [2.39988, 1.73848, -0.37340], [0.40999, -0.78819, 1.78723], [3.32721, -0.27700, -2.52808]], "atomic_forces_ev_per_a": [[0.001, -0.053, 0.083], [-0.001, 0.001, 0.011], [0.000, -0.001, 0.002], [0.005, -0.001, -0.004], [-0.009, -0.012, -0.145], [0.004, -0.001, 0.000], [0.006, -0.011, -0.003], [-0.023, -0.011, -0.009], [0.019, 0.007, -0.023], [-0.002, -0.002, -0.009], [0.012, 0.032, -0.014], [-0.091, 0.202, -0.272], [-0.016, 0.006, -0.003], [0.007, -0.036, 0.006], [0.005, -0.012, 0.024], [0.001, -0.003, 0.002], [-0.005, 0.003, 0.005], [0.004, -0.010, -0.005], [0.005, 0.003, 0.009], [-0.010, -0.013, 0.021], [0.017, -0.025, 0.055], [-0.013, 0.008, -0.034], [0.000, -0.001, 0.000], [-0.016, 0.062, -0.006], [0.003, -0.005, 0.000], [0.011, -0.002, 0.003], [0.083, -0.064, 0.102], [-0.002, 0.000, 0.002], [-0.052, 0.025, 0.022], [0.013, -0.021, -0.007], [-0.001, 0.007, -0.013], [-0.024, 0.004, 0.056], [-0.015, -0.026, 0.000], [-0.011, -0.009, 0.007], [0.012, 0.023, -0.023], [0.047, 0.030, 0.082], [0.006, -0.100, 0.073], [-0.015, 0.012, 0.003], [0.013, -0.008, 0.007], [0.000, -0.002, 0.006], [-0.010, 0.006, 0.005], [-0.022, 0.002, 0.009], [-0.021, 0.015, 0.022], [0.056, -0.042, -0.006], [0.033, 0.024, -0.041]]}

Entry 2:
{"formula": "C14H22LiN4S5", "method": "ωB97M-V with the def2-TZVPD basis set", "charge": 1, "species": ["H", "C", "H", "H", "C", "H", "C", "C", "S", "H", "H", "C", "H", "H", "S", "H", "C", "C", "C", "N", "H", "H", "C", "C", "N", "C", "H", "C", "H", "N", "H", "H", "H", "S", "H", "H", "S", "C", "H", "C", "Li", "H", "S", "H", "H", "N"], "coordinates": [[-3.09494, 4.47851, -0.44365], [-1.11126, -0.58070, 3.42799], [0.44045, -0.11298, -4.06559], [2.20030, -2.78553, 1.11088], [-2.19215, 2.69899, 0.07854], [1.86837, -0.76317, -3.28353], [-0.86081, -0.46110, 4.79371], [0.99363, 0.10159, 3.32715], [0.74201, 0.81341, -1.89966], [-0.44289, 2.50978, 2.30202], [1.83693, -3.92456, -1.07332], [2.62782, -2.38180, 0.19212], [3.65515, -2.73012, 0.11876], [-4.31033, -1.63666, 3.60273], [-2.25948, 1.02959, -0.05276], [0.66888, 3.21466, 1.30462], [0.82269, -0.50508, -3.12629], [-3.06468, -1.18779, 5.30124], [2.47761, 1.21758, -1.58697], [-3.17880, 3.47679, -0.39796], [2.90893, 1.61500, -2.50356], [2.28674, -2.46498, -1.93766], [-2.36953, -1.00470, 2.98947], [-1.83137, -0.76704, 5.75060], [-0.02136, -0.25097, 2.59897], [1.83022, -2.83743, -1.02362], [2.42920, 2.03588, -0.86589], [-3.33080, -1.30428, 3.92844], [-1.61912, -0.68219, 6.80941], [-1.18017, 3.37563, 0.66774], [-1.09564, -1.47474, -2.82500], [3.49489, -0.70077, -1.76690], [-1.35866, 4.32379, 0.94553], [2.65629, -0.59442, 0.48317], [0.17673, -2.55176, -3.38412], [-3.83849, -1.43310, 6.01888], [0.76415, 0.08144, 5.02964], [-0.03687, -1.71507, -2.72083], [1.95672, 0.38571, 2.91268], [3.35158, 0.09611, -1.03708], [-0.10711, -0.02514, 0.54772], [-2.57984, -1.08170, 1.93130], [0.11063, -2.27939, -1.00836], [4.33466, 0.49548, -0.79442], [-3.88601, 3.03532, -0.95604], [-0.18021, 2.67251, 1.33908]], "atomic_forces_ev_per_a": [[0.012, 0.001, -0.019], [0.177, 0.043, -0.405], [0.031, -0.032, -0.113], [0.025, -0.037, 0.010], [0.075, -0.139, -0.110], [-0.003, -0.132, 0.001], [0.040, 0.000, 0.111], [-0.115, -0.076, 0.005], [-0.034, 0.569, 0.181], [-0.030, -0.019, 0.202], [0.074, -0.056, 0.008], [-0.077, 0.152, -0.101], [0.054, -0.135, 0.005], [0.094, 0.036, 0.033], [-0.335, 0.069, -0.083], [0.153, 0.069, -0.004], [-0.154, -0.165, 0.218], [0.019, 0.004, 0.036], [-0.022, -0.119, -0.207], [0.043, -0.080, -0.011], [0.144, 0.061, -0.014], [0.046, -0.033, -0.042], [0.025, -0.005, -0.061], [0.013, 0.011, -0.007], [-0.232, -0.118, 0.410], [0.096, 0.062, 0.184], [-0.013, 0.018, -0.040], [-0.062, -0.019, -0.018], [-0.019, 0.008, -0.067], [-0.017, -0.283, -0.060], [0.016, 0.031, -0.055], [-0.025, 0.020, 0.025], [-0.021, 0.286, 0.125], [-0.035, 0.008, 0.199], [-0.057, -0.050, -0.036], [0.052, 0.013, -0.051], [0.139, 0.032, 0.085], [0.023, 0.196, 0.027], [-0.191, -0.043, 0.041], [-0.076, -0.025, 0.049], [0.263, 0.164, -0.162], [0.008, -0.029, 0.021], [-0.166, -0.104, -0.052], [0.071, 0.011, -0.097], [-0.102, -0.034, 0.001], [0.095, -0.131, -0.165]]}

Entry 3:
{"formula": "C14H22N", "method": "ωB97M-V with the def2-TZVPD basis set", "e_above_lowest_kcal_mol": 129.6, "charge": 1, "species": ["C", "C", "H", "H", "H", "H", "C", "H", "H", "C", "H", "H", "H", "H", "H", "H", "H", "C", "H", "H", "H", "C", "H", "C", "H", "C", "C", "H", "H", "N", "C", "H", "C", "H", "C", "C", "C"], "coordinates": [[-1.73450, -1.47255, -0.08444], [-0.46725, -2.58207, 1.80017], [-2.32674, 3.15185, 3.00050], [0.52256, -0.54111, -0.53227], [2.39685, -1.67652, 1.49775], [0.12341, -3.10311, -1.67023], [0.50066, 2.09723, -1.31349], [2.61399, -0.61285, 0.15560], [-1.12146, -3.43648, 1.95100], [-0.05014, -3.38627, -0.55319], [0.77828, -3.98513, -0.00387], [-0.77704, -1.75225, 2.40499], [1.03297, 3.02970, -2.92834], [0.11534, 2.63835, 3.20015], [-2.63467, -1.99844, -0.17892], [0.51087, -3.05484, 2.18563], [2.11539, -2.44275, -0.13659], [-0.30304, 2.32609, -0.24585], [1.31156, 1.90887, 1.05677], [1.67271, 0.80155, -3.91725], [-2.03218, -0.72173, 0.58454], [1.19836, 2.11209, -2.34147], [-0.84171, -4.07298, -0.58031], [-0.39228, 2.63551, 2.15033], [2.66655, 0.47353, -2.29199], [-1.67676, 2.56920, -0.32026], [2.02785, -1.45733, 0.48215], [3.05295, 1.76024, -3.49353], [-1.32544, -1.14493, -1.05004], [0.63944, -1.15612, 0.31124], [0.29680, 2.37115, 1.01334], [-3.34656, 3.30167, 0.82383], [-0.42024, -2.10080, 0.37552], [-2.12138, 2.65210, -1.27392], [-2.39744, 2.88036, 0.81054], [-1.77430, 2.82165, 2.11775], [2.16659, 1.16712, -3.00588]], "atomic_forces_ev_per_a": [[2.719, 0.276, -0.904], [1.133, -1.732, 0.878], [0.107, -0.476, -0.253], [0.169, -1.000, 1.074], [-0.695, 0.072, -0.122], [0.297, -0.423, 2.038], [-1.737, 0.341, 1.402], [0.293, -0.008, -0.550], [-0.617, 0.156, -0.184], [1.319, 1.216, 0.282], [-0.937, 1.145, -1.501], [-0.022, 0.273, 0.718], [0.115, 0.199, 0.440], [-0.756, -0.097, -2.250], [-0.714, -1.813, -0.447], [-1.065, 1.258, -0.668], [1.329, 1.727, 0.866], [0.050, -0.304, 0.535], [-0.620, 1.103, 0.230], [0.130, -0.757, 0.616], [0.123, 1.812, 0.731], [1.989, -0.053, -2.623], [-1.457, -0.854, 0.075], [-0.038, -0.292, 3.536], [-0.930, 0.055, -0.821], [-1.101, 0.392, 0.458], [-0.130, -3.134, -0.854], [-1.665, -0.667, 1.218], [-1.313, 0.757, -0.239], [-0.907, 4.248, -0.894], [2.358, -1.437, 0.318], [-1.803, 0.170, -0.586], [0.500, -3.876, -0.328], [-0.562, 0.010, -0.891], [2.242, -0.514, 1.895], [0.202, 1.218, -2.226], [1.993, 1.007, -0.968]]}

Entry 4:
{"formula": "C14H22NO2P", "method": "ωB97M-V with the def2-TZVPD basis set", "e_above_lowest_kcal_mol": 282.9, "species": ["H", "H", "C", "C", "C", "P", "H", "H", "H", "O", "H", "H", "C", "O", "H", "H", "C", "H", "H", "H", "C", "H", "C", "C", "C", "C", "H", "C", "H", "N", "H", "C", "C", "H", "H", "H", "H", "H", "C", "H"], "coordinates": [[3.10035, -0.84098, 0.37212], [-0.01466, -0.68483, -2.95619], [-0.73927, -1.99600, -0.75439], [-1.90479, -0.02319, -0.18685], [2.11596, 1.57296, 0.50244], [-0.14505, -2.81660, 0.75837], [0.45907, 1.54224, -2.20579], [-0.62389, -4.73876, 1.14783], [-0.48149, 1.50595, -3.54692], [0.01500, -4.43388, 0.60736], [-0.24245, 1.43303, 3.74310], [-1.59775, 2.96580, -1.79570], [2.01154, -0.84986, 0.31963], [-1.10297, -2.42228, 1.94139], [2.12219, -3.01091, 0.55521], [1.80259, 3.77151, 0.77932], [0.93401, 0.39962, 2.20306], [-1.58957, -0.48663, 0.61883], [-2.59492, 1.87352, 0.13398], [2.50297, 1.56484, -0.42398], [1.68030, -2.27639, 0.72321], [-1.76158, -0.62545, -2.92998], [1.40018, 0.43400, 1.04559], [-1.41966, 1.40006, -0.35758], [-1.70718, 1.82720, -1.79218], [0.76213, 2.67092, 2.22605], [1.95756, -2.26057, 1.96595], [1.69546, 2.78725, 1.11466], [-0.71533, 1.69746, 0.31176], [-0.67290, -0.68335, -0.93515], [0.03903, -2.44169, -1.46712], [-0.68762, 1.22207, -2.71467], [0.47997, 1.54563, 2.95305], [-2.97118, -0.40776, -0.58011], [-2.72603, 1.68538, -2.39903], [0.56232, 3.62956, 2.65096], [-1.64709, -2.57660, -1.05376], [1.88377, -0.96950, -0.62155], [-0.61961, -0.32817, -2.33891], [0.44060, -0.65557, 2.38600]], "atomic_forces_ev_per_a": [[0.178, 0.548, 0.511], [5.945, -4.013, -4.239], [1.613, -7.288, -1.822], [1.926, 0.093, -5.630], [-4.798, 2.586, 4.160], [-0.732, 2.966, 3.011], [-2.719, -0.381, -0.981], [-3.647, -2.292, 3.023], [1.141, 2.753, -10.560], [3.067, 3.002, -3.143], [0.282, 0.275, 0.351], [-0.123, -1.301, -0.232], [0.767, -0.617, 5.020], [2.845, -1.428, -2.785], [7.729, -11.139, -4.180], [0.817, 1.149, -0.739], [-6.508, -3.160, 7.301], [-0.119, -1.357, 5.262], [3.397, -0.379, -0.654], [1.911, -0.200, -2.931], [-8.685, 10.880, 9.722], [2.557, -0.052, 1.643], [8.092, -1.170, -8.287], [-11.291, 0.003, 0.174], [0.353, 3.180, -2.393], [2.002, 1.574, 0.834], [-1.084, -0.262, -2.762], [-1.323, -3.853, 0.677], [2.452, 1.049, 0.960], [-1.868, 4.157, -1.333], [-0.726, 0.005, 0.500], [3.224, -3.981, 14.261], [0.616, -1.098, -3.070], [2.459, 1.145, 0.579], [1.451, -0.261, 2.443], [-0.782, 0.613, 0.220], [-0.220, 0.644, -0.020], [-1.393, 1.001, -6.811], [-9.928, 4.544, 1.195], [1.121, 2.067, 0.727]]}

Calculated values (Ha) of lowest unoccupied orbital energy for the records, taken in order: 0.160 -0.083 -0.220 0.027.
Calculated values (eV) of HOMO-LUMO gap for the records, taken in order: 5.6740 8.9915 5.0262 9.4150.
Calculated values (Eh) of E for the records, taken in order: -3471.58178 -2764.06352 -600.98618 -1092.87725.